Entry 1:
{
  "formula": "C16H14Cl32OP",
  "method": "wB97M-V/def2-TZVPD",
  "symbols": ["C", "C", "O", "P", "C", "C", "C", "C", "C", "C", "H", "H", "H", "H", "H", "H", "H", "H", "H", "H", "H", "H", "H", "H", "C", "Cl", "Cl", "Cl", "Cl", "C", "Cl", "Cl", "Cl", "Cl", "C", "Cl", "Cl", "Cl", "Cl", "C", "Cl", "Cl", "Cl", "Cl", "C", "Cl", "Cl", "Cl", "Cl", "C", "Cl", "Cl", "Cl", "Cl", "C", "Cl", "Cl", "Cl", "Cl", "C", "Cl", "Cl", "Cl", "Cl"],
  "coordinates": [[2.16262, 2.13657, 2.85652], [1.49404, 0.74483, 2.67444], [0.10837, 0.80381, 2.48443], [-0.40672, 1.32967, 0.88898], [-2.16775, 1.70797, 1.55408], [-2.46359, 2.41883, 2.72318], [-3.80430, 2.67709, 3.06097], [-4.86126, 2.22774, 2.26749], [-4.60217, 1.49364, 1.09686], [-3.23546, 1.24328, 0.77032], [2.61841, 2.49531, 1.92976], [1.43792, 2.86908, 3.21793], [2.93532, 2.04042, 3.63271], [2.02025, 0.13833, 1.92307], [1.64331, 0.22167, 3.63413], [0.00191, 2.69650, 1.18509], [0.92134, 1.10227, 0.29642], [-0.81855, -0.04922, 0.60895], [-0.86903, 1.72605, -0.43392], [-1.65786, 2.79673, 3.34286], [-4.00910, 3.26176, 3.95426], [-5.89444, 2.45155, 2.51396], [-5.41211, 1.14647, 0.46520], [-3.03547, 0.68094, -0.13970], [-4.38896, -2.48292, 2.65790], [-4.54240, -3.57500, 1.26972], [-5.90879, -2.49628, 3.57817], [-3.06261, -3.02498, 3.70513], [-4.02859, -0.84179, 2.07365], [-2.31388, -6.88570, 2.26157], [-3.18449, -7.02251, 3.79672], [-1.08211, -8.15537, 2.16556], [-3.45202, -7.07638, 0.91980], [-1.52621, -5.31225, 2.16551], [-1.67543, 4.37268, -2.46518], [-2.65701, 4.37390, -1.00237], [-0.68412, 2.91754, -2.51774], [-2.73321, 4.42429, -3.89326], [-0.61264, 5.79252, -2.47168], [1.84916, -3.35360, -0.03351], [2.56206, -3.26400, -1.65601], [3.14429, -3.50964, 1.16778], [0.90707, -1.89867, 0.28891], [0.78630, -4.76796, 0.06846], [2.67321, 5.00419, -4.61636], [3.81937, 4.39139, -5.82093], [1.03410, 4.57038, -5.09667], [3.01612, 4.28894, -3.03996], [2.81790, 6.76663, -4.51112], [2.16594, -9.23783, 4.27524], [1.01960, -8.87415, 5.57048], [1.53777, -10.57130, 3.29200], [2.38780, -7.80636, 3.26479], [3.72037, -9.71131, 4.97770], [1.44487, 3.39586, -9.20612], [-0.28160, 3.47455, -8.83544], [2.16588, 4.99490, -8.98621], [2.22410, 2.23376, -8.12661], [1.66457, 2.87942, -10.88593], [5.81634, 1.12349, -2.16871], [5.54836, 2.09915, -3.61901], [7.14969, -0.00870, -2.45382], [6.22681, 2.18694, -0.81604], [4.34672, 0.22488, -1.78439]],
  "forces_ev_per_a": [[0.184, -0.554, -0.003], [0.014, 0.343, 1.219], [0.292, 0.046, -0.407], [-0.212, 0.429, -0.416], [-0.295, -0.412, 0.002], [-0.784, -0.147, -0.606], [0.374, 0.009, -0.074], [0.114, -0.155, -0.678], [1.612, 1.122, 0.419], [-1.102, 0.883, 0.099], [-0.109, 0.109, 0.112], [-0.037, -0.124, -0.144], [0.062, 0.117, -0.279], [-0.101, 0.245, -0.128], [-0.097, -0.072, -0.194], [-0.083, 0.184, 0.078], [0.087, -0.232, 0.122], [-0.105, -0.136, -0.086], [-0.025, -0.257, 0.493], [0.003, -0.088, 0.003], [-0.093, -0.094, -0.037], [0.107, 0.030, 0.191], [0.091, -0.029, 0.032], [0.225, 0.018, 0.069], [0.359, 0.383, 0.043], [-0.034, -0.039, 0.072], [0.048, -0.012, -0.026], [-0.317, 0.176, 0.150], [-0.340, -1.613, 0.535], [0.100, 0.185, 0.030], [0.006, -0.019, -0.049], [-0.051, -0.079, 0.014], [0.040, -0.007, 0.037], [-0.099, -0.496, -0.049], [0.186, -0.207, 0.132], [0.045, -0.036, -0.071], [-0.123, 0.316, -0.338], [0.015, 0.049, -0.026], [-0.153, 0.165, 0.149], [-0.192, 0.302, 0.054], [0.033, -0.033, 0.022], [0.021, -0.042, -0.035], [0.043, -0.216, -0.071], [0.269, 0.018, -0.158], [-0.132, -0.115, 0.190], [0.100, 0.061, 0.110], [0.143, -0.019, -0.336], [-0.084, 0.149, -0.062], [0.000, -0.030, -0.034], [-0.014, 0.117, -0.034], [0.032, -0.021, -0.052], [0.019, 0.060, 0.021], [0.004, -0.094, 0.051], [-0.041, -0.008, -0.012], [-0.009, -0.020, 0.079], [0.055, 0.001, -0.007], [-0.033, -0.056, -0.031], [-0.063, 0.042, -0.102], [-0.006, 0.010, 0.026], [-0.162, -0.058, 0.040], [0.142, -0.120, -0.007], [-0.011, 0.028, 0.005], [0.003, -0.023, -0.043], [0.081, 0.064, -0.004]],
  "energy_ev": -428868.856,
  "molar_mass_g_mol": 1387.76,
  "total_charge": -1,
  "multiplicity": 1,
  "homo_energy_ev": -4.4
}

=====

Entry 2:
{
  "formula": "C23H20Cl2MgN4O4Se2",
  "method": "wB97M-V/def2-TZVPD",
  "symbols": ["Mg", "Cl", "C", "C", "C", "N", "C", "O", "C", "C", "C", "C", "C", "N", "C", "C", "C", "Cl", "N", "C", "O", "C", "C", "C", "C", "C", "N", "H", "H", "H", "H", "H", "H", "H", "H", "H", "H", "O", "C", "C", "C", "O", "C", "Se", "C", "Se", "H", "H", "H", "H", "H", "H", "H", "H", "H", "H"],
  "coordinates": [[-0.12148, -0.58826, -0.60869], [-4.23982, -1.95187, -5.91914], [-3.41186, -2.08252, -4.38130], [-2.28305, -1.29408, -4.17499], [-1.59126, -1.36503, -2.97162], [-0.45405, -0.62144, -2.62073], [0.24942, 0.16055, -3.43135], [0.15063, 0.36784, -4.64829], [1.35544, 0.89698, -2.65664], [2.04312, 1.92331, -3.27483], [2.98058, 2.63937, -2.54586], [3.21565, 2.30029, -1.22346], [2.50542, 1.24901, -0.67483], [1.59004, 0.55273, -1.36885], [-2.04705, -2.26210, -1.95442], [-3.16763, -3.04377, -2.18656], [-3.85140, -2.95022, -3.39745], [-5.25893, -3.96566, -3.63356], [-1.25385, -2.26814, -0.79237], [-1.12327, -3.29780, 0.03197], [-1.76287, -4.35309, 0.13179], [0.09758, -3.09922, 0.95108], [0.46345, -4.10125, 1.82455], [1.61501, -3.94424, 2.58479], [2.35826, -2.78535, 2.45999], [1.92780, -1.81610, 1.56919], [0.82919, -1.96508, 0.81710], [-1.92795, -0.63104, -4.94959], [1.80454, 2.14054, -4.30742], [3.50890, 3.47075, -3.00050], [3.90970, 2.84981, -0.59872], [2.65772, 0.99355, 0.37365], [-3.49758, -3.73417, -1.42531], [-0.16727, -4.97786, 1.87776], [1.91951, -4.71720, 3.28093], [3.23899, -2.59615, 3.06006], [2.45518, -0.87063, 1.50355], [-0.30623, 4.30441, 1.24372], [0.55369, 3.21487, 1.66061], [-0.17352, 2.18728, 2.53364], [-0.41730, 2.78182, 3.92372], [-1.22664, 3.97705, 3.91614], [0.70006, 0.91854, 2.67923], [2.61066, 1.07223, 3.26864], [-1.55186, 1.82088, 1.91579], [-1.62306, 1.51173, -0.04713], [-0.90632, 3.90169, 0.59015], [1.38385, 3.64303, 2.21572], [0.95234, 2.71940, 0.78001], [0.55659, 2.97415, 4.37787], [-0.94200, 2.05392, 4.54848], [-1.02867, 4.43738, 3.08852], [0.69539, 0.43107, 1.70385], [0.19653, 0.23926, 3.36955], [-2.25199, 2.62454, 2.11399], [-1.93833, 0.92425, 2.39759]],
  "forces_ev_per_a": [[0.044, 0.425, 0.309], [0.029, -0.033, 0.116], [-0.032, -0.043, 0.016], [0.062, 0.003, 0.041], [0.388, 0.143, 0.120], [-0.402, -0.051, -0.446], [-0.005, -0.140, 0.070], [-0.020, 0.029, 0.103], [-0.092, -0.307, 0.389], [0.134, 0.093, -0.041], [-0.004, 0.039, -0.038], [0.075, 0.102, -0.069], [-0.317, -0.327, -0.110], [0.188, 0.485, -0.293], [0.390, 0.005, 0.297], [-0.014, -0.021, -0.012], [0.015, 0.007, -0.019], [0.099, 0.094, -0.016], [-0.461, -0.349, -0.480], [0.077, 0.075, 0.122], [0.072, 0.083, -0.089], [0.059, 0.406, -0.314], [0.038, -0.078, 0.114], [-0.035, -0.011, 0.017], [0.029, -0.060, 0.086], [-0.368, -0.021, -0.309], [-0.109, -0.482, 0.291], [-0.013, -0.011, 0.009], [0.006, 0.005, 0.044], [-0.010, -0.037, 0.006], [-0.029, -0.051, -0.057], [-0.050, -0.032, -0.039], [-0.003, -0.003, -0.008], [0.019, 0.007, 0.003], [0.003, -0.011, -0.004], [-0.051, 0.031, -0.040], [0.061, -0.097, 0.008], [0.206, -0.253, 0.126], [-0.289, 0.157, 0.017], [-0.094, -0.080, -0.036], [-0.199, 0.225, -0.109], [0.252, -0.289, 0.154], [0.064, 0.300, 0.051], [-0.339, 0.252, -0.085], [0.412, -0.161, -0.114], [0.186, -0.108, 0.247], [0.056, 0.001, 0.025], [0.048, 0.096, 0.027], [0.027, -0.045, -0.126], [0.055, 0.073, 0.079], [-0.048, -0.016, 0.012], [0.019, -0.031, -0.135], [-0.031, 0.026, -0.069], [-0.034, -0.049, 0.010], [-0.091, 0.079, 0.033], [0.028, -0.046, 0.117]],
  "energy_ev": -199515.577,
  "molar_mass_g_mol": 669.57,
  "total_charge": -2,
  "multiplicity": 1,
  "homo_energy_ev": -1.6
}

=====

Entry 3:
{
  "formula": "C8H10N3O",
  "method": "wB97M-V/def2-TZVPD",
  "symbols": ["C", "C", "C", "N", "C", "C", "N", "C", "C", "O", "N", "C", "H", "H", "H", "H", "H", "H", "H", "H", "H", "H"],
  "coordinates": [[1.92136, 1.95868, -0.14394], [0.53113, 1.88528, -0.18880], [0.03947, 0.39911, -0.13459], [-0.89131, 0.13260, 1.34907], [-2.08842, -0.53148, 1.02203], [-2.00895, -0.90992, -0.48714], [-1.11590, 0.13684, -1.07864], [1.26837, -0.32344, -0.13695], [1.89848, -1.51269, 0.01728], [3.22375, -1.34426, 0.13122], [3.55295, -0.06915, 0.08177], [2.43363, 0.61135, -0.12887], [2.49974, 2.76650, 0.09453], [-0.11648, 2.75968, -0.29277], [-0.16383, -0.32518, 1.86460], [-2.98790, 0.13878, 1.00394], [-2.15667, -1.46430, 1.52813], [-1.71438, -1.88253, -0.69212], [-3.03258, -0.77130, -0.76451], [-0.80168, -0.16613, -2.03884], [-1.69070, 0.98327, -1.19902], [1.39994, -2.47173, 0.19365]],
  "forces_ev_per_a": [[-3.811, -1.782, 0.102], [2.193, -0.256, -0.329], [-3.079, 2.363, 2.866], [3.152, 2.318, -2.727], [-0.152, 0.075, -2.190], [-1.078, 1.663, 1.508], [0.233, -0.967, -1.324], [3.720, -0.361, -0.678], [-1.855, -0.214, 0.488], [-0.971, -2.416, 0.069], [-0.711, 3.683, -0.695], [-0.640, -3.038, 0.736], [1.194, 2.287, -0.042], [0.026, -0.458, 0.380], [-0.300, -0.638, 0.590], [0.747, -0.576, 1.186], [-0.804, -0.480, 0.903], [1.076, -1.626, -0.507], [-0.358, -0.045, -1.279], [-0.173, 0.501, 1.107], [0.537, -0.088, 0.100], [1.055, 0.057, -0.264]],
  "energy_ev": -14964.612,
  "e_above_lowest_ev": 4.693,
  "molar_mass_g_mol": 164.19,
  "total_charge": 1,
  "multiplicity": 1,
  "homo_energy_ev": -13.1
}

=====

Entry 4:
{
  "formula": "C8H6O3",
  "method": "wB97M-V/def2-TZVPD",
  "symbols": ["C", "C", "C", "C", "C", "C", "C", "O", "O", "C", "O", "H", "H", "H", "H", "H", "H"],
  "coordinates": [[1.34878, 1.72486, -2.61478], [0.38511, 1.26433, -1.66717], [-0.78008, 0.38137, -0.85629], [-0.51916, -0.66318, 0.18172], [0.99886, -1.02905, 0.68063], [1.49225, 0.11266, 1.76438], [-1.99682, -1.24285, 0.60944], [-2.21393, -2.18573, 1.53149], [-2.93360, -0.52074, -0.28009], [-2.38640, 0.58201, -1.12963], [-3.06200, 1.48873, -1.85889], [2.04424, 1.91427, -3.56635], [1.04517, -2.08267, 1.20858], [1.75079, -1.03099, -0.22169], [0.78328, 1.06600, 1.78149], [1.46415, -0.30706, 2.87993], [2.57938, 0.52804, 1.55724]],
  "forces_ev_per_a": [[-7.100, -4.060, 5.995], [5.158, 1.304, -6.373], [1.497, -0.776, 1.144], [-0.717, 2.793, -3.111], [-0.380, 0.214, 0.570], [-0.121, 0.760, 1.016], [1.544, -2.592, 2.470], [0.633, 6.697, -6.652], [0.360, 0.302, 0.521], [-0.601, 2.964, -1.803], [4.581, -7.095, 5.539], [-1.911, -0.277, 2.899], [-0.370, 2.175, -1.253], [-1.867, 0.044, 1.570], [1.445, -2.118, -0.265], [0.104, 0.788, -2.548], [-2.256, -1.122, 0.280]],
  "energy_ev": -14525.778,
  "e_above_lowest_ev": 9.795,
  "molar_mass_g_mol": 150.13,
  "total_charge": 0,
  "multiplicity": 1,
  "homo_energy_ev": -9.8
}

=====

Question: What is the formula in the fourth record?
Answer: C8H6O3

=====

Please write out number 3 again, unchanged.
{
  "formula": "C8H10N3O",
  "method": "wB97M-V/def2-TZVPD",
  "symbols": ["C", "C", "C", "N", "C", "C", "N", "C", "C", "O", "N", "C", "H", "H", "H", "H", "H", "H", "H", "H", "H", "H"],
  "coordinates": [[1.92136, 1.95868, -0.14394], [0.53113, 1.88528, -0.18880], [0.03947, 0.39911, -0.13459], [-0.89131, 0.13260, 1.34907], [-2.08842, -0.53148, 1.02203], [-2.00895, -0.90992, -0.48714], [-1.11590, 0.13684, -1.07864], [1.26837, -0.32344, -0.13695], [1.89848, -1.51269, 0.01728], [3.22375, -1.34426, 0.13122], [3.55295, -0.06915, 0.08177], [2.43363, 0.61135, -0.12887], [2.49974, 2.76650, 0.09453], [-0.11648, 2.75968, -0.29277], [-0.16383, -0.32518, 1.86460], [-2.98790, 0.13878, 1.00394], [-2.15667, -1.46430, 1.52813], [-1.71438, -1.88253, -0.69212], [-3.03258, -0.77130, -0.76451], [-0.80168, -0.16613, -2.03884], [-1.69070, 0.98327, -1.19902], [1.39994, -2.47173, 0.19365]],
  "forces_ev_per_a": [[-3.811, -1.782, 0.102], [2.193, -0.256, -0.329], [-3.079, 2.363, 2.866], [3.152, 2.318, -2.727], [-0.152, 0.075, -2.190], [-1.078, 1.663, 1.508], [0.233, -0.967, -1.324], [3.720, -0.361, -0.678], [-1.855, -0.214, 0.488], [-0.971, -2.416, 0.069], [-0.711, 3.683, -0.695], [-0.640, -3.038, 0.736], [1.194, 2.287, -0.042], [0.026, -0.458, 0.380], [-0.300, -0.638, 0.590], [0.747, -0.576, 1.186], [-0.804, -0.480, 0.903], [1.076, -1.626, -0.507], [-0.358, -0.045, -1.279], [-0.173, 0.501, 1.107], [0.537, -0.088, 0.100], [1.055, 0.057, -0.264]],
  "energy_ev": -14964.612,
  "e_above_lowest_ev": 4.693,
  "molar_mass_g_mol": 164.19,
  "total_charge": 1,
  "multiplicity": 1,
  "homo_energy_ev": -13.1
}